[1]
Molecular formula: C32H34ClSbTi
Method: DFT, ωB97M-V/def2-TZVPD

energy	-75894.5471	eV
total charge	+2
HOMO level (alpha / beta)	-13.988 / -13.988	eV
E_LUMO (alpha / beta)	-8.5 / -8.5	eV
gap between HOMO and LUMO (alpha / beta)	5.513 / 5.512	eV

Geometry as XYZ:
```
69
Properties=species:S:1:pos:R:3:forces:R:3:nbo_charge:R:1
C -0.0116 0.1304 -7.4693 0.0 0.2 -1.0 0.15
C 1.3594 0.6885 -7.8420 0.0 0.0 0.3 -0.65
C -0.2336 -1.2001 -8.1833 0.0 -0.1 0.2 -0.65
C -1.0972 1.1205 -7.8834 0.0 0.0 0.3 -0.65
Cl -0.0930 -0.1466 -5.5547 0.0 0.1 -0.9 -0.24
H -0.1857 -1.0310 -9.2663 0.0 0.2 0.2 0.24
H -1.2133 -1.6231 -7.9779 -0.1 0.0 0.1 0.22
H 0.5360 -1.9308 -7.9486 0.0 0.0 0.1 0.22
H 1.3951 0.8393 -8.9281 -0.2 -0.1 0.2 0.24
H 2.1671 0.0039 -7.5964 0.0 -0.1 0.1 0.22
H 1.5513 1.6568 -7.3874 0.0 0.0 0.2 0.22
H -1.0435 1.2689 -8.9689 0.1 -0.2 0.2 0.24
H -0.9623 2.0984 -7.4288 0.0 0.0 0.2 0.22
H -2.0975 0.7533 -7.6690 0.0 -0.1 0.1 0.22
C 1.4065 -2.0385 0.0695 0.0 -0.1 -1.2 -0.22
C 0.5353 -2.7817 -0.7881 1.0 0.2 -0.2 -0.28
C 0.7034 -2.2940 -2.1368 0.9 0.2 0.3 -0.30
H -0.0465 -3.6499 -0.4876 0.2 0.3 -0.1 0.28
C 1.6605 -1.2130 -2.1020 -0.2 -1.1 1.2 -0.30
C 2.0911 -1.0588 -0.7319 -0.7 -0.5 -0.7 -0.24
H 2.8395 -0.3576 -0.3717 -0.3 -0.1 0.0 0.28
H 1.6008 -2.2644 1.1168 -0.2 0.4 -0.2 0.28
H 0.3038 -2.7406 -3.0407 -0.1 0.2 0.2 0.29
H 1.9971 -0.6496 -2.9641 0.0 0.1 0.1 0.30
C -2.3173 0.3860 -0.5592 0.1 -0.2 -0.5 -0.24
C -2.3455 -0.8884 0.0997 -0.1 0.0 -0.9 -0.22
C -2.1208 -1.8991 -0.8807 -0.7 0.3 -0.1 -0.27
H -2.6035 -1.0695 1.1417 0.5 0.1 -0.2 0.30
C -1.9890 -1.2604 -2.1649 -0.5 0.5 0.1 -0.32
C -2.1093 0.1630 -1.9652 -0.4 -1.0 0.8 -0.30
H -2.0697 0.9040 -2.7598 0.1 -0.1 0.2 0.30
H -2.4804 1.3577 -0.0793 0.2 -0.5 -0.2 0.28
H -2.1660 -2.9754 -0.6851 0.1 0.6 -0.2 0.28
H -1.9410 -1.7382 -3.1432 0.1 0.1 0.4 0.30
Ti -0.2282 -0.6380 -0.9941 0.5 1.0 2.1 1.30
C -1.6689 4.2393 4.8670 0.2 -0.3 -0.1 -0.17
C -1.7020 4.3338 3.4712 0.1 0.1 -0.1 -0.22
C -0.9605 3.4430 2.6758 -0.4 -0.2 0.5 -0.20
C -0.2231 2.4227 3.2930 0.0 0.6 -1.1 -0.30
C -0.0831 2.4011 4.6777 -0.2 -0.3 0.4 -0.25
C -0.8410 3.2797 5.4720 0.1 0.1 -0.5 -0.19
Sb 0.3952 0.7262 2.0301 -0.2 -0.3 1.9 1.14
C 2.3244 0.3229 2.9934 -0.2 -0.1 -0.7 -0.36
C 3.4642 0.8116 2.3372 0.2 -0.3 0.4 -0.19
C 4.7282 0.6370 2.9205 -0.1 0.0 0.0 -0.21
C 4.8594 -0.0249 4.1495 -0.4 0.0 -0.1 -0.17
C 3.7171 -0.5219 4.7915 -0.1 0.2 -0.3 -0.19
C 2.4485 -0.3486 4.2125 0.2 -0.1 0.1 -0.25
C -0.9729 -0.5571 3.1913 0.2 0.2 -0.5 -0.25
C -0.6194 -1.8725 3.4819 -0.2 -0.5 0.2 -0.30
C -1.4639 -2.6808 4.2642 0.0 0.3 -0.2 -0.20
C -2.6815 -2.1733 4.7339 0.3 -0.2 0.0 -0.18
C -3.0450 -0.8633 4.4244 0.1 0.2 -0.2 -0.20
C -2.2027 -0.0548 3.6429 -0.1 -0.2 0.2 -0.28
H -2.2818 4.9047 5.4884 0.3 -0.3 -0.4 0.24
H -2.3161 5.1073 2.9946 0.3 -0.3 0.2 0.24
H -0.9841 3.5161 1.5886 -0.1 0.1 0.2 0.20
H 0.5779 1.6841 5.1731 -0.3 0.1 -0.2 0.23
H -0.7901 3.2077 6.5604 0.1 0.0 -0.4 0.24
H 3.3734 1.3330 1.3817 0.1 0.0 0.3 0.20
H 5.6163 1.0253 2.4121 -0.4 -0.1 0.2 0.24
H 5.8435 -0.1512 4.6070 -0.3 0.0 -0.2 0.24
H 3.7926 -1.0439 5.7489 0.0 0.2 -0.3 0.24
H 1.5730 -0.7492 4.7270 0.2 0.1 -0.1 0.23
H 0.3273 -2.2901 3.1270 -0.2 0.1 0.2 0.21
H -1.1622 -3.6997 4.5094 -0.1 0.3 -0.1 0.24
H -3.3341 -2.8009 5.3559 0.3 0.3 -0.3 0.24
H -3.9879 -0.4542 4.8021 0.4 -0.2 -0.2 0.24
H -2.5127 0.9688 3.4247 0.2 -0.2 0.1 0.23
```
Forces are in eV/Å.



[2]
Molecular formula: C32H35Br2CuNO26V
Method: DFT, ωB97M-V/def2-TZVPD

energy	-298883.9595	eV
HOMO level	-9.822	eV
E_LUMO	-2.4	eV
energy relative to the best compared isomer or geometry (same formula, charge and spin)	24.2	kJ/mol
gap between HOMO and LUMO	7.375	eV

Geometry as XYZ:
```
98
Properties=species:S:1:pos:R:3:forces:R:3:lowdin_charge:R:1
O -1.5078 4.5175 2.4521 1.3 -1.7 0.5 -0.31
V -0.5433 3.2648 2.7059 -1.1 -0.6 -1.0 1.02
O 0.4714 3.5663 3.8987 -0.8 -0.1 -1.1 -0.33
Cu -0.2751 -3.9396 -1.2030 -0.3 1.5 0.6 0.73
C -1.0259 -0.9316 2.0784 -0.5 1.8 2.0 0.03
C -0.8792 0.4401 1.9644 -0.2 0.5 0.1 -0.32
C -0.1222 1.1131 0.8056 0.0 1.4 0.6 -0.30
O 0.1622 2.4259 0.9288 -0.8 -2.1 1.3 -0.17
C 0.1633 0.3454 -0.2845 0.9 0.9 -0.1 0.01
C -0.1866 -1.0106 -0.3154 -1.0 -1.5 -0.1 -0.27
C -0.9129 -1.6705 0.9348 1.3 1.5 -1.2 -0.38
O -1.3931 -2.7590 0.7763 -0.6 -3.3 -1.0 0.04
O -0.0684 -1.7533 -1.3116 0.4 -0.2 0.4 0.00
O -1.4310 1.2313 2.8054 1.2 2.1 0.1 -0.08
H -1.5250 -1.2666 3.0147 0.3 0.0 -1.0 0.15
H 0.7385 0.7748 -1.0900 -0.1 0.0 -0.3 0.12
C -5.3219 -2.0943 -0.0293 -0.1 0.5 1.7 -0.15
C -5.0011 -3.5564 -0.0535 0.5 -1.5 0.0 -0.13
O -5.2625 -3.8923 -1.4149 0.1 0.0 -0.2 0.06
C -6.1693 -3.0005 -1.9057 1.4 -0.4 2.5 -0.58
O -6.8030 -3.1927 -2.8526 -1.5 0.1 -2.5 0.21
O -6.2496 -1.9337 -1.0680 -0.4 0.1 -0.8 0.08
H -4.4691 -1.4048 -0.1602 -0.2 -0.5 0.0 0.12
H -5.8560 -1.8961 0.9159 0.4 0.4 -0.3 0.14
H -5.6644 -4.1878 0.5795 0.3 0.7 -0.3 0.14
H -3.9665 -3.8536 0.1889 -0.4 0.5 -0.2 0.12
C 5.1897 -1.9975 1.2465 -0.6 -1.2 1.5 -0.11
C 6.1356 -1.3431 0.2834 0.9 1.2 -0.1 -0.12
O 5.4718 -1.5199 -0.9462 -0.3 0.6 -2.1 0.05
C 4.4105 -2.3245 -0.8657 1.1 -0.6 1.4 -0.60
O 3.6877 -2.6969 -1.7243 -0.6 0.3 -1.2 0.16
O 4.3373 -2.7784 0.3879 -0.5 -0.3 0.7 0.06
H 4.5094 -1.3575 1.8493 0.8 -0.1 -0.5 0.12
H 5.6976 -2.7081 1.9253 -0.3 0.5 -0.2 0.14
H 7.1673 -1.8017 0.1987 -1.2 0.5 0.3 0.16
H 6.1801 -0.2391 0.4273 0.4 -0.9 0.2 0.14
C 2.8583 -0.2682 -3.8568 0.4 0.3 2.2 -0.16
C 2.5631 -1.3138 -4.8471 -2.9 -1.0 0.2 -0.19
O 3.6874 -1.5216 -5.5875 2.5 0.8 -1.1 0.08
C 4.7437 -0.8749 -4.9831 -2.3 -0.4 0.9 -0.52
O 5.8562 -0.9585 -5.3214 1.5 0.2 -0.4 0.20
O 4.2561 -0.2084 -3.8860 1.9 0.4 -0.8 0.04
H 2.6193 -0.4618 -2.7951 -0.3 -0.4 -0.6 0.13
H 2.4009 0.6594 -4.1140 0.0 1.1 -0.3 0.10
H 1.7339 -0.9359 -5.4582 0.1 -0.7 -0.2 0.14
H 2.3599 -2.2659 -4.3777 -0.7 -0.2 0.2 0.13
C -3.5988 -4.9490 3.7002 -1.5 -1.1 -0.7 -0.09
C -2.2585 -5.1467 3.1377 1.9 1.9 0.1 -0.19
O -2.3856 -6.0016 2.0514 -1.9 -0.9 -0.5 0.05
C -3.7490 -5.9727 1.6848 2.5 1.1 1.8 -0.59
O -4.1390 -6.4858 0.7271 -1.3 -1.4 -2.3 0.21
O -4.4462 -5.2072 2.5330 0.0 0.3 1.1 0.06
H -3.7801 -4.0061 4.1528 -0.4 1.0 -0.1 0.13
H -3.7882 -5.7181 4.4508 -0.4 -0.1 -0.1 0.14
H -1.7563 -5.5939 3.9720 1.4 -0.2 -0.1 0.13
H -1.7856 -4.2195 2.7160 -0.3 -0.6 0.9 0.13
C -5.6249 1.2325 0.8476 1.8 -1.0 0.3 -0.18
C -5.2135 1.7621 2.2078 0.6 0.6 0.5 -0.13
O -6.4399 2.0041 2.8863 -0.1 -0.3 -0.8 0.06
C -7.3605 1.1639 2.2894 4.0 2.1 -1.0 -0.59
O -8.3512 0.8901 2.7758 -4.5 -1.4 1.8 0.23
O -6.9130 0.7808 1.0815 -1.3 -1.0 -0.2 0.07
H -4.9673 0.3813 0.5515 -0.6 0.7 0.1 0.09
H -5.6138 1.9485 0.0527 -0.1 0.6 -0.3 0.09
H -4.5840 2.6335 2.1600 -0.2 0.8 -0.1 0.12
H -4.6548 1.1102 2.8575 0.3 -0.9 -0.2 0.12
C 2.8624 1.8901 3.7194 -3.5 -0.7 -1.9 -0.18
C 3.8324 2.8716 4.0753 0.0 2.4 1.6 -0.17
O 5.0099 2.2708 3.7132 1.6 -0.1 -0.7 0.11
C 4.7895 0.9587 3.6624 4.1 -1.3 0.1 -0.59
O 5.7247 0.2006 3.5003 -1.6 0.2 -0.1 0.13
O 3.5325 0.6729 3.8807 -0.3 -1.3 -0.1 0.12
H 2.5917 2.0222 2.6564 -0.1 -0.3 0.1 0.13
H 1.9521 1.8546 4.2850 -0.2 0.2 0.3 0.12
H 3.7946 3.0129 5.1351 0.3 0.3 1.0 0.14
H 3.7475 3.8262 3.6054 -0.2 0.6 -0.4 0.15
Br -2.7798 2.4126 -0.7873 -0.3 -0.4 -0.5 0.79
C -2.2410 1.9076 -2.6215 -0.3 1.6 -0.1 -0.61
C -1.2166 2.9388 -2.9736 1.2 0.6 2.1 -0.80
Br -0.4238 2.6346 -4.6718 0.1 -0.1 -0.7 0.71
H -3.0610 2.0474 -3.3212 -0.4 -0.5 0.4 0.07
H -1.8180 0.9404 -2.6248 0.1 -1.2 0.2 0.04
H -0.3792 2.8770 -2.2238 -0.7 0.2 -0.8 0.04
H -1.6457 3.9451 -2.8782 0.3 -0.3 -0.5 0.06
C 4.4646 2.4516 -1.6288 -1.5 -0.7 0.4 -0.04
C 3.2940 2.7897 -0.9016 1.6 0.3 -1.3 -0.07
C 2.4134 3.7249 -1.3850 -0.6 -0.5 -0.7 -0.02
C 2.5981 4.2111 -2.6783 -0.6 1.3 -0.1 -0.14
C 3.7410 3.9605 -3.3698 0.7 0.0 -1.0 -0.02
C 4.6765 3.0726 -2.8566 0.3 -0.6 0.5 -0.06
N 1.6223 5.2052 -3.2946 -1.2 1.6 1.3 -0.31
O 1.7911 5.7040 -4.4074 0.2 -1.4 1.6 0.06
O 0.7042 5.5721 -2.5178 1.5 -1.0 -1.6 0.03
H 4.9765 1.5401 -1.2534 0.3 1.1 -0.6 0.11
H 3.1099 2.3160 0.0232 -0.3 -0.4 0.9 0.08
H 1.5286 3.8948 -0.8217 -0.6 0.5 0.2 0.09
H 3.9138 4.4301 -4.3405 -0.2 -0.2 0.3 0.13
H 5.5373 2.8171 -3.4507 0.2 0.0 -0.1 0.11
```
Forces are in eV/Å.



[3]
Molecular formula: C19H24N6O4SSe2W
Method: DFT, ωB97M-V/def2-TZVPD

energy	-180577.6391	eV
spin multiplicity	3
<S²>	2.06
HOMO level (alpha / beta)	-7.217 / -7.741	eV
E_LUMO (alpha / beta)	-0.7 / -1.1	eV
energy relative to the best compared isomer or geometry (same formula, charge and spin)	95.4	kJ/mol
gap between HOMO and LUMO (alpha / beta)	6.475 / 6.634	eV

Geometry as XYZ:
```
57
Properties=species:S:1:pos:R:3:forces:R:3:lowdin_spin:R:1
W 0.5735 0.5277 -0.8101 0.0 -0.1 0.0 1.66
N -2.4040 3.4541 -2.0206 0.0 0.0 0.0 0.01
C -1.7996 2.3014 -1.6426 0.0 0.0 0.0 0.02
S -0.5160 1.6886 -2.6868 0.0 0.1 0.1 0.06
N -2.2247 1.6978 -0.5707 0.0 0.0 -0.1 0.00
N -1.5517 0.4878 -0.4200 0.0 0.0 0.0 -0.01
C -2.2444 -0.5975 -0.3676 0.0 0.0 0.0 0.08
C -3.7198 -0.6444 -0.2954 0.0 0.0 0.0 0.01
C -4.4382 -1.3874 -1.2281 0.0 0.0 0.0 0.01
C -5.8226 -1.4358 -1.1630 0.0 0.0 0.0 0.00
C -6.4932 -0.7579 -0.1561 0.0 0.0 0.0 0.01
C -5.7795 -0.0206 0.7797 0.0 0.0 0.0 0.00
C -4.3987 0.0446 0.7062 0.0 0.0 0.0 0.01
C -1.4519 -1.8254 -0.5233 0.0 0.0 0.0 0.01
C -1.9271 -3.0912 -0.2281 0.0 0.0 0.0 0.01
C -1.1034 -4.1807 -0.4591 0.0 0.0 0.0 0.01
C 0.1622 -3.9712 -0.9740 0.0 0.0 0.0 0.01
C 0.5790 -2.6755 -1.2214 0.0 0.0 0.0 0.01
N -0.2127 -1.6226 -1.0161 0.0 0.0 0.0 0.01
H -1.9018 4.0605 -2.6437 0.0 0.0 0.0 0.00
H -3.0420 3.8748 -1.3654 0.0 0.0 0.0 0.00
H -3.9129 -1.9133 -2.0157 0.0 0.0 0.0 0.00
H -6.3761 -2.0029 -1.8997 0.0 0.0 0.0 0.00
H -7.5731 -0.8009 -0.1013 0.0 0.0 0.0 0.00
H -6.3019 0.5108 1.5642 0.0 0.0 0.0 0.00
H -3.8396 0.6367 1.4178 0.0 0.0 0.0 0.00
H -2.9182 -3.2085 0.1853 0.0 0.0 0.0 0.00
H -1.4446 -5.1807 -0.2276 0.0 0.0 0.0 0.00
H 0.8377 -4.7928 -1.1618 0.0 0.0 0.0 0.00
H 1.5708 -2.4509 -1.5910 0.0 0.0 0.0 0.00
O 3.9241 3.1570 -1.5084 0.0 0.0 0.0 -0.01
C 4.8042 2.4522 -0.6570 0.0 0.0 0.0 0.00
C 4.1422 1.4226 0.2729 -0.1 0.0 -0.1 0.00
C 5.1596 1.1088 1.3962 0.0 0.0 0.0 0.00
O 6.4151 0.6350 0.9342 0.0 0.0 0.0 0.00
C 2.9460 2.0076 1.0441 0.0 0.1 0.0 0.02
Se 1.3320 2.6139 0.0866 0.1 0.1 0.0 -0.10
C 3.8753 0.0821 -0.4320 0.1 0.1 0.1 0.03
Se 2.7305 0.0643 -2.0424 -0.1 0.0 0.0 0.04
H 3.4523 2.5139 -2.0573 0.0 0.0 0.0 0.00
H 5.2912 3.2142 -0.0433 0.0 0.0 0.0 0.00
H 5.5898 1.9476 -1.2304 0.0 0.0 0.0 0.00
H 4.7095 0.4000 2.1000 0.0 0.0 0.0 0.00
H 5.3745 2.0307 1.9400 0.0 0.0 0.0 0.00
H 6.3434 -0.3056 0.7496 0.0 0.0 0.0 0.00
H 3.2806 2.8949 1.5839 0.0 0.0 0.0 0.00
H 2.5758 1.2771 1.7630 0.0 0.0 0.0 0.00
H 3.4501 -0.6309 0.2725 0.0 0.0 0.0 0.00
H 4.8263 -0.2998 -0.8038 0.0 0.0 0.0 0.00
N -0.4932 0.7079 2.6275 0.0 0.0 0.0 0.00
N -0.4167 -0.6771 2.4586 0.0 0.0 0.0 0.00
C 0.6304 -1.2387 1.7303 -0.1 0.0 0.0 0.01
O 0.8790 -2.4234 1.8738 0.0 0.0 0.0 0.00
O 1.2417 -0.4399 0.8988 0.0 0.0 0.0 0.09
H -0.2320 0.9872 3.5641 0.0 0.0 0.0 0.00
H -1.4197 1.0472 2.4065 0.0 0.0 0.0 0.00
H -0.7377 -1.2735 3.2076 0.0 0.0 0.0 0.00
```
Forces are in eV/Å.



| no. | strongest force on any atom (eV Å⁻¹) |
| --- | --- |
| 1 | 2.4 |
| 2 | 5.1 |
| 3 | 0.1 |